Formula: C30H45BrLuO2P2
Source: the OMol25 dataset
Level of theory: the ωB97M-V functional and the def2-TZVPD basis

Positions of all 81 atoms, in Å:
Lu 1.00 -0.93 -0.27
C -0.25 -1.93 2.22
C -0.09 -3.12 1.47
C 2.00 -2.40 2.08
C 1.04 -1.53 2.67
C 1.30 -3.38 1.32
C -1.53 -1.32 2.64
H -2.29 -1.40 1.85
H -1.42 -0.26 2.88
H -1.92 -1.83 3.53
C 1.28 -0.62 3.80
H 0.64 0.27 3.72
H 2.32 -0.27 3.82
H 1.06 -1.11 4.77
C 3.45 -2.37 2.38
H 3.66 -2.71 3.41
H 3.85 -1.35 2.29
H 4.02 -3.01 1.70
C 1.90 -4.59 0.70
H 1.89 -5.44 1.39
H 2.95 -4.40 0.40
H 1.35 -4.88 -0.21
C -1.20 -4.06 1.15
H -1.52 -4.58 2.07
H -0.89 -4.83 0.44
H -2.09 -3.54 0.76
C -3.77 3.39 -1.59
C -4.23 3.56 -2.84
C -4.22 2.48 -3.89
C -2.86 1.78 -4.18
C -2.58 0.49 -3.47
C -3.40 -0.04 -2.48
C -4.04 0.82 -1.46
C -3.16 2.11 -1.15
H -4.51 2.97 -4.84
H -2.03 2.50 -4.11
H -4.98 1.72 -3.69
H -2.21 1.97 -1.66
H -3.78 4.20 -0.84
H -4.66 4.52 -3.16
H -2.94 2.15 -0.07
H -5.05 1.15 -1.75
H -3.57 -1.12 -2.40
H -4.16 0.27 -0.50
H -2.89 1.51 -5.25
H -2.08 -0.25 -4.12
P -0.43 0.40 -2.28
C -0.03 2.21 -2.84
C 0.76 -0.32 -3.52
P -1.27 -1.04 -0.91
C -0.24 0.90 -0.54
C -0.39 -2.56 -1.69
C 3.03 -1.56 -1.24
H 0.92 2.46 -2.34
H -0.77 2.94 -2.49
H 0.08 2.29 -3.92
H 0.98 0.44 -4.28
H 0.31 -1.18 -4.04
H 1.71 -0.63 -3.06
H 3.31 -1.22 -2.25
H 3.26 -2.63 -1.16
H 3.73 -1.06 -0.55
H -0.87 1.58 0.04
H 0.84 1.23 -0.50
H -0.99 -3.40 -1.28
H 0.70 -2.74 -1.42
H -0.47 -2.54 -2.80
Br -0.28 2.40 2.21
C 1.47 2.68 2.97
C 1.53 3.22 4.26
C 2.77 3.31 4.90
C 3.93 2.86 4.27
C 3.87 2.35 2.97
C 2.63 2.27 2.31
C 2.54 1.71 0.93
O 2.77 2.42 -0.06
O 2.17 0.44 0.90
H 0.61 3.53 4.75
H 2.80 3.71 5.91
H 4.89 2.93 4.77
H 4.76 2.00 2.45

Properties
* HOMO level (spin up / spin down): -10.83 / -10.17 eV
* charge: +1
* relative energy (zero: lowest compared OMol25 entry of this formula, charge and spin): 211.4 kcal/mol
* orbital gap (spin up / spin down): 6.267 / 5.239 eV

Partial charges, Löwdin, in e: Lu 1.30; C -0.28; C -0.24; C -0.22; C -0.21; C -0.26; C -0.05; H 0.06; H 0.04; H 0.10; C 0.00; H 0.04; H 0.09; H 0.12; C -0.01; H 0.11; H 0.09; H 0.08; C -0.04; H 0.10; H 0.07; H 0.08; C -0.02; H 0.12; H 0.08; H 0.08; C -0.10; C -0.10; C -0.17; C -0.18; C -0.25; C -0.18; C -0.17; C -0.19; H 0.12; H 0.09; H 0.11; H 0.03; H 0.11; H 0.11; H 0.10; H 0.13; H 0.10; H 0.11; H 0.12; H 0.10; P 0.71; C -0.16; C -0.19; P 0.78; C -0.56; C -0.34; C -0.27; H 0.07; H 0.06; H 0.05; H 0.06; H 0.05; H 0.01; H -0.04; H -0.03; H -0.02; H -0.04; H 0.01; H 0.03; H 0.01; H 0.04; Br 0.90; C -0.55; C -0.12; C -0.06; C -0.06; C -0.01; C -0.18; C -0.59; O 0.07; O -0.24; H 0.10; H 0.11; H 0.11; H 0.13